Record 1
The following is a quantum chemistry calculation of a 2-piece molecular cluster, C6H11N overall at a distorted geometry, from the OMol25 dataset.

Summary:
- Energy above the lowest of the compared OMol25 structures with the same formula, charge and spin: 113.06 kcal/mol
- SMILES: C=CN=C.C=CC
- E_LUMO: 0.67 eV
- Total energy: -7885.629 eV
- Gap between HOMO and LUMO: 9.0 eV
- HOMO energy: -8.4 eV

The geometry in ORCA input format:
```
! wB97M-V def2-TZVPD RIJCOSX def2/J DEFGRID3
* xyz 0 1
N -1.17 -0.70 0.98
C -0.10 1.89 -0.30
C -1.40 -0.34 -0.20
C 0.06 -1.83 2.66
C 0.20 0.69 -1.61
C 1.43 0.24 -1.82
C -0.07 -1.42 1.40
H -0.71 -0.61 -1.13
H 0.72 -1.60 0.67
H -0.73 -1.65 3.38
H 0.74 1.75 0.37
H 1.76 0.01 -2.83
H -1.00 2.01 0.30
H -2.29 0.18 -0.53
H 2.12 0.01 -1.02
H -0.47 0.95 -2.42
H 0.92 -2.39 2.98
H -0.01 2.81 -0.88
*
```

Record 2
The following is a quantum chemistry calculation of C9H9CdO7 as an isolated structure at a distorted geometry, from the OMol25 dataset.

Summary:
- E_LUMO: 3.12 eV
- Total energy: -28378.916 eV
- Gap between HOMO and LUMO: 8.9 eV
- HOMO energy: -5.7 eV

The geometry in ORCA input format:
```
! wB97M-V def2-TZVPD RIJCOSX def2/J DEFGRID3
* xyz -1 1
Cd 2.20 0.41 0.81
O 4.31 1.48 1.06
O 1.55 1.08 -1.18
O -0.02 -1.27 -0.39
O 4.21 -0.66 1.71
O 0.63 0.70 2.24
O -0.83 2.43 2.03
O 0.21 2.72 -1.82
C -1.21 0.57 0.56
C -0.73 -0.65 -1.50
C -0.90 0.78 -0.97
C -1.06 -0.97 0.68
C -0.34 1.33 1.70
C -2.30 -1.63 -0.01
C -2.01 -1.43 -1.51
C 4.88 0.41 1.47
C 0.34 1.60 -1.32
H -2.29 -2.76 0.13
H -2.79 -0.91 -2.07
H 5.97 0.43 1.52
H -0.15 -0.79 -2.44
H -3.25 -1.27 0.41
H -1.77 1.25 -1.50
H -1.71 -2.45 -1.97
H -0.69 -1.34 1.61
H -2.24 0.93 0.75
*
```

Record 3
The following is a quantum chemistry calculation of a 2-piece molecular cluster, C4H15N2O2 overall at a distorted geometry, from the OMol25 dataset.

Summary:
- Energy above the lowest of the compared OMol25 structures with the same formula, charge and spin: 68.75 kcal/mol
- Expectation value of S²: 0.751
- E_LUMO (spin up / spin down): 0.54 / 0.46 eV
- Total energy: -11461.427 eV
- Gap between HOMO and LUMO (spin up / spin down): 3.5 / 10.4 eV
- HOMO energy (spin up / spin down): -2.9 / -9.9 eV

The geometry in ORCA input format:
```
! wB97M-V def2-TZVPD RIJCOSX def2/J DEFGRID3
* xyz 0 2
O -1.40 -1.83 -3.74
O -0.72 -0.18 -1.00
N 0.32 -0.67 2.96
N -0.91 1.22 1.26
C 0.43 0.40 0.93
C 0.57 -0.99 1.63
C 1.05 1.54 -1.28
C 0.58 0.29 -0.60
H -0.77 2.17 1.49
H -0.15 -1.32 3.42
H -1.34 0.92 2.15
H 1.13 1.19 1.25
H 0.89 2.27 -0.48
H 0.53 1.63 -2.22
H 1.13 -0.56 3.44
H -0.67 -0.40 -2.05
H 2.15 1.55 -1.49
H -1.32 -2.41 -4.50
H -0.23 -1.62 1.38
H -1.68 1.02 0.47
H 1.48 -1.62 1.33
H 1.22 -0.66 -0.88
H -2.29 -1.95 -3.47
*
```

Record 4
The following is a quantum chemistry calculation of one molecule with the formula C10H11NO at a distorted geometry, from the OMol25 dataset.

Summary:
- Energy above the lowest of the compared OMol25 structures with the same formula, charge and spin: 86.49 kcal/mol
- SMILES: Cc1cccc2c1CCNC2=O
- E_LUMO: 0.43 eV
- Total energy: -14082.838 eV
- Gap between HOMO and LUMO: 9.2 eV
- HOMO energy: -8.8 eV

The geometry in ORCA input format:
```
! wB97M-V def2-TZVPD RIJCOSX def2/J DEFGRID3
* xyz 0 1
O 3.04 -0.03 0.77
N 1.87 1.54 -0.53
C 0.71 1.94 -1.24
C -0.24 0.71 -1.76
C 0.65 -0.25 0.47
C 0.40 -1.11 1.53
C -1.68 -0.65 -0.22
C -0.97 -1.60 1.86
C -2.91 -0.39 -1.10
C -2.01 -1.20 1.07
C 1.91 0.47 0.33
C -0.31 -0.25 -0.53
H -3.35 0.60 -1.34
H -1.40 -2.17 2.68
H 0.22 2.69 -0.47
H 0.05 0.30 -2.80
H -3.09 -1.16 1.68
H -1.35 1.31 -1.71
H -3.68 -0.95 -0.70
H 2.55 2.30 -0.39
H 1.16 -1.50 2.23
H -2.68 -0.75 -2.03
H 0.87 2.83 -1.98
*
```

Record 5
The following is a quantum chemistry calculation of one molecule with the formula C14H18BFO5 at a distorted geometry, from the OMol25 dataset.

Summary:
- SMILES: CC[C@@]1(CB(O)O)[C@H](COc2ccccc2)OC(=O)[C@H]1F
- E_LUMO: 0.18 eV
- Total energy: -28442.498 eV
- Gap between HOMO and LUMO: 9.1 eV
- HOMO energy: -9.0 eV

The geometry in ORCA input format:
```
! wB97M-V def2-TZVPD RIJCOSX def2/J DEFGRID3
* xyz 0 1
F -2.59 2.72 1.54
O -2.50 0.09 -0.64
O 0.40 -1.50 0.44
O 1.48 4.04 -1.81
O -4.36 0.89 0.43
O 2.27 1.99 -0.91
C 1.21 -5.52 -0.16
C -1.19 0.20 -0.09
C 1.23 -3.28 -1.00
C 0.62 -5.07 1.01
C 1.48 -4.62 -1.14
C -0.32 2.27 -1.28
C -0.15 -0.77 -0.65
C -2.26 2.24 0.28
C 0.67 -2.82 0.17
C -0.80 1.71 0.10
C 0.37 -3.73 1.15
C 0.24 3.24 1.89
C -3.23 1.03 0.07
C 0.10 1.80 1.32
B 1.19 2.76 -1.34
H 0.37 -5.74 1.82
H -2.62 2.96 -0.46
H -1.34 -0.16 0.94
H -0.09 4.00 1.18
H 0.65 -0.19 -1.12
H -0.42 1.51 -2.07
H 1.42 -6.58 -0.25
H 2.65 2.44 -0.14
H -0.24 3.36 2.86
H -0.38 1.22 2.11
H 1.07 1.32 1.16
H 1.31 3.42 2.04
H -0.61 -1.40 -1.41
H 1.95 -5.01 -2.05
H 1.93 4.01 -2.66
H -0.93 3.12 -1.61
H 1.49 -2.59 -1.80
H -0.07 -3.37 2.08
*
```

Record 6
The following is a quantum chemistry calculation of C33H48N9PPrS as an isolated structure at a distorted geometry, from the OMol25 dataset.

Summary:
- Energy above the lowest of the compared OMol25 structures with the same formula, charge and spin: 40.72 kcal/mol
- Expectation value of S²: 2.003
- E_LUMO (spin up / spin down): -8.00 / -7.43 eV
- Total energy: -82581.780 eV
- Gap between HOMO and LUMO (spin up / spin down): 8.1 / 8.6 eV
- HOMO energy (spin up / spin down): -16.1 / -16.1 eV

The geometry in ORCA input format:
```
! wB97M-V def2-TZVPD RIJCOSX def2/J DEFGRID3
* xyz 3 3
Pr -17.68 4.64 -11.23
S -16.36 6.04 -9.19
P -17.57 1.88 -12.78
N -20.61 3.34 -8.70
N -21.78 3.06 -10.55
N -14.51 4.91 -7.51
N -13.92 4.83 -9.72
N -16.60 7.53 -12.40
N -19.93 4.54 -10.60
N -16.04 2.62 -10.31
N -18.63 6.74 -11.72
N -17.89 9.02 -11.30
C -14.23 -0.54 -12.88
C -17.47 1.58 -8.68
C -20.76 5.62 -11.22
C -20.43 0.19 -15.84
C -16.70 6.65 -13.59
C -16.65 9.75 -11.65
C -20.02 6.92 -11.23
C -13.61 1.53 -13.88
C -19.12 0.56 -10.71
C -20.22 1.60 -15.78
C -18.58 0.79 -8.32
C -21.78 2.55 -8.26
C -13.28 0.25 -13.53
C -19.31 1.91 -14.78
C -15.90 1.19 -13.03
C -19.37 0.29 -9.36
C -19.82 -0.75 -14.96
C -18.99 -0.31 -13.98
C -15.75 8.69 -12.25
C -14.80 5.25 -8.79
C -20.05 4.27 -7.74
C -13.25 4.32 -7.05
C -18.03 1.36 -11.07
C -18.84 9.68 -10.35
C -18.70 1.05 -13.90
C -17.82 7.70 -11.76
C -22.45 2.18 -9.61
C -20.75 3.65 -9.97
C -14.92 2.00 -13.64
C -15.53 -0.08 -12.66
C -13.90 5.33 -11.10
C -17.16 1.81 -10.01
C -21.96 2.69 -11.92
H -22.46 3.17 -7.67
H -21.44 1.80 -7.55
H -22.75 2.00 -11.98
H -14.89 8.46 -11.60
H -19.03 2.94 -14.59
H -16.94 10.56 -12.47
H -15.46 2.08 -10.99
H -14.84 5.33 -11.50
H -19.27 4.90 -8.11
H -21.76 5.79 -10.74
H -16.84 1.93 -7.88
H -19.54 3.72 -6.95
H -16.28 -0.75 -12.16
H -12.37 4.80 -7.54
H -19.83 9.52 -10.68
H -15.58 2.78 -9.42
H -18.79 0.56 -7.26
H -21.00 -0.20 -16.64
H -13.33 6.24 -11.10
H -20.07 7.37 -10.21
H -16.40 5.54 -13.35
H -15.27 2.95 -13.92
H -16.05 7.02 -14.40
H -13.28 3.25 -7.16
H -20.58 7.64 -11.74
H -12.31 -0.14 -13.78
H -18.37 -1.01 -13.35
H -19.95 -1.86 -15.06
H -22.39 1.08 -9.77
H -20.91 4.88 -7.36
H -16.20 10.10 -10.71
H -17.74 6.69 -14.01
H -15.17 5.17 -6.83
H -13.10 4.34 -9.36
H -19.72 0.09 -11.51
H -12.84 2.12 -14.42
H -21.05 2.21 -12.29
H -18.66 9.50 -9.28
H -23.55 2.35 -9.51
H -20.59 2.37 -16.49
H -20.16 -0.38 -9.10
H -22.19 3.60 -12.58
H -21.07 5.43 -12.31
H -13.28 4.60 -11.72
H -13.94 -1.57 -12.60
H -15.31 8.97 -13.21
H -18.59 10.77 -10.43
H -13.14 4.64 -5.98
*
```

Record 7
The following is a quantum chemistry calculation of one molecule with the formula C6H5N5O at a distorted geometry, from the OMol25 dataset.

Summary:
- Energy above the lowest of the compared OMol25 structures with the same formula, charge and spin: 21.99 kcal/mol
- SMILES: C=CCc1nnc(N=C=O)nn1
- E_LUMO: -1.19 eV
- Total energy: -15797.458 eV
- Gap between HOMO and LUMO: 8.4 eV
- HOMO energy: -9.6 eV

The geometry in ORCA input format:
```
! wB97M-V def2-TZVPD RIJCOSX def2/J DEFGRID3
* xyz 0 1
O -4.39 -2.13 1.33
N -3.91 -0.04 0.32
N -0.53 0.99 0.59
N -0.82 -0.26 -1.40
N -2.10 -0.40 -1.13
N -1.81 0.85 0.87
C -0.08 0.42 -0.52
C -2.52 0.14 0.00
C 3.53 -0.14 0.30
C -4.15 -1.12 0.85
C 1.39 0.55 -0.81
C 2.22 0.10 0.37
H 4.04 -0.53 -0.57
H 1.74 -0.03 1.33
H 1.62 1.60 -0.99
H 1.63 -0.03 -1.69
H 4.14 0.01 1.19
*
```

Record 8
The following is a quantum chemistry calculation of an isolated ion of composition C2H6NO2 and charge +2 at a distorted geometry, from the OMol25 dataset.

Summary:
- Energy above the lowest of the compared OMol25 structures with the same formula, charge and spin: 0.00 kcal/mol
- Expectation value of S²: 0.756
- E_LUMO (spin up / spin down): -10.81 / -15.32 eV
- Total energy: -7733.288 eV
- Gap between HOMO and LUMO (spin up / spin down): 14.0 / 9.3 eV
- HOMO energy (spin up / spin down): -24.8 / -24.6 eV

The geometry in ORCA input format:
```
! wB97M-V def2-TZVPD RIJCOSX def2/J DEFGRID3
* xyz 2 2
O -1.95 0.36 0.53
O -0.22 1.69 1.04
N 0.63 -0.49 -1.16
C -0.76 0.56 0.68
C 0.25 -0.57 0.41
H 1.51 -1.13 -1.28
H 0.61 0.46 -1.64
H -0.86 2.35 1.28
H -0.19 -1.66 0.66
H 1.06 -0.40 1.14
H -0.08 -1.16 -1.66
*
```